(1)
{
  "formula": "C12H36O12",
  "method": "the ωB97M-V functional and the def2-TZVPD basis",
  "lumo_energy_ev": 0.19,
  "smiles": "OCCO.OCCO.OCCO.OCCO.OCCO.OCCO",
  "gap_ev": 10.168,
  "symbols": ["O", "C", "C", "O", "H", "H", "H", "H", "H", "H", "O", "C", "C", "O", "H", "H", "H", "H", "H", "H", "O", "C", "C", "O", "H", "H", "H", "H", "H", "H", "O", "C", "C", "O", "H", "H", "H", "H", "H", "H", "O", "C", "C", "O", "H", "H", "H", "H", "H", "H", "O", "C", "C", "O", "H", "H", "H", "H", "H", "H"],
  "coordinates": [[-5.54, -1.45, -5.31], [-5.23, -2.55, -4.45], [-3.78, -2.99, -4.70], [-3.22, -3.27, -3.38], [-5.10, -1.52, -6.16], [-5.29, -2.03, -3.49], [-5.99, -3.32, -4.44], [-3.08, -2.41, -5.30], [-3.83, -3.95, -5.22], [-2.59, -2.60, -3.08], [-0.26, 7.27, 3.61], [-0.87, 6.02, 3.46], [-1.04, 5.31, 4.83], [-1.31, 4.00, 4.58], [0.70, 7.26, 3.59], [-1.91, 6.10, 3.14], [-0.26, 5.46, 2.75], [-1.83, 5.74, 5.44], [-0.12, 5.45, 5.40], [-1.04, 3.34, 5.22], [2.03, -4.54, -1.02], [3.42, -4.74, -1.04], [3.69, -6.02, -0.42], [2.95, -7.12, -1.03], [1.59, -5.24, -1.50], [3.73, -4.69, -2.09], [4.03, -4.11, -0.39], [3.24, -6.15, 0.56], [4.76, -6.20, -0.31], [2.49, -7.54, -0.29], [-0.36, -0.96, -0.93], [-1.20, -0.98, 0.25], [-0.74, 0.14, 1.22], [0.61, -0.11, 1.65], [0.18, -1.74, -0.84], [-2.26, -0.95, 0.01], [-0.79, -1.92, 0.61], [-1.32, -0.03, 2.12], [-1.01, 1.08, 0.73], [1.16, -0.27, 0.88], [3.16, -0.52, 5.99], [4.24, 0.28, 6.39], [3.98, 1.85, 6.68], [5.27, 2.48, 6.84], [3.09, -0.71, 5.05], [4.78, -0.19, 7.22], [4.82, 0.13, 5.48], [3.30, 2.03, 7.52], [3.41, 2.29, 5.87], [5.54, 2.90, 6.02], [-0.75, 2.97, -7.18], [-0.87, 2.52, -5.77], [-2.12, 1.65, -5.31], [-3.25, 2.49, -5.48], [-0.14, 2.47, -7.73], [0.05, 1.96, -5.59], [-0.83, 3.54, -5.39], [-2.07, 1.23, -4.31], [-2.28, 0.79, -5.98], [-3.96, 2.11, -4.96]],
  "mulliken_charge": [-0.5282, -0.1009, -0.4297, -0.4969, 0.2927, 0.1910, 0.2490, 0.3144, 0.2436, 0.2651, -0.5337, -0.3260, -0.2310, -0.5002, 0.3052, 0.2210, 0.2732, 0.2238, 0.2705, 0.2968, -0.4923, -0.2984, -0.4343, -0.5415, 0.3104, 0.2801, 0.2884, 0.2716, 0.2977, 0.3214, -0.5420, -0.5445, -0.2684, -0.4755, 0.3137, 0.3048, 0.3708, 0.2904, 0.2570, 0.2879, -0.5474, -0.2156, -0.3089, -0.5060, 0.3171, 0.2553, 0.2204, 0.2727, 0.2103, 0.3025, -0.5415, -0.4677, -0.0435, -0.5210, 0.2878, 0.3332, 0.2577, 0.2544, 0.1463, 0.2967]
}

(2)
{
  "formula": "C12H36O12",
  "method": "the ωB97M-V functional and the def2-TZVPD basis",
  "lumo_energy_ev": 0.20,
  "smiles": "OCCO.OCCO.OCCO.OCCO.OCCO.OCCO",
  "gap_ev": 9.333,
  "symbols": ["O", "C", "C", "O", "H", "H", "H", "H", "H", "H", "O", "C", "C", "O", "H", "H", "H", "H", "H", "H", "O", "C", "C", "O", "H", "H", "H", "H", "H", "H", "O", "C", "C", "O", "H", "H", "H", "H", "H", "H", "O", "C", "C", "O", "H", "H", "H", "H", "H", "H", "O", "C", "C", "O", "H", "H", "H", "H", "H", "H"],
  "coordinates": [[1.90, 5.05, -1.92], [3.00, 4.08, -1.72], [4.26, 4.61, -2.45], [5.34, 3.66, -2.02], [1.33, 4.39, -1.91], [3.29, 4.08, -0.72], [2.82, 3.02, -1.90], [4.50, 5.57, -1.80], [4.30, 4.57, -3.46], [5.89, 3.56, -2.72], [3.95, 4.59, 3.73], [3.32, 3.25, 3.64], [3.39, 2.71, 2.15], [2.81, 1.49, 2.14], [3.43, 5.27, 3.19], [3.86, 2.51, 4.11], [2.38, 3.28, 3.86], [4.30, 2.83, 1.70], [2.74, 3.40, 1.45], [3.54, 0.96, 2.47], [-4.93, 0.59, -4.92], [-4.54, -0.59, -4.39], [-3.49, -0.67, -3.36], [-2.91, -1.84, -3.09], [-4.20, 1.01, -4.86], [-5.55, -0.80, -4.13], [-4.49, -1.29, -5.36], [-3.95, -0.31, -2.43], [-2.90, 0.16, -3.39], [-2.61, -1.75, -2.03], [-0.10, -3.56, 0.05], [-0.76, -4.64, -0.65], [-0.95, -5.67, 0.36], [-1.79, -6.72, -0.05], [0.74, -3.57, 0.30], [-1.69, -4.13, -1.13], [-0.17, -4.95, -1.54], [-1.19, -5.42, 1.42], [0.17, -6.22, 0.47], [-2.44, -6.75, 0.56], [-3.62, -2.38, 3.33], [-2.54, -1.69, 2.75], [-1.56, -1.47, 3.84], [-0.33, -1.05, 3.25], [-3.24, -2.92, 3.88], [-2.22, -2.27, 1.92], [-2.90, -0.89, 2.04], [-1.56, -2.49, 4.43], [-2.02, -0.78, 4.47], [-0.56, -0.10, 3.21], [-1.78, -0.96, -0.62], [-1.05, 0.11, -0.35], [0.48, -0.07, -0.38], [1.19, 1.21, -0.28], [-1.26, -1.56, -0.08], [-1.37, 0.93, -1.10], [-1.56, 0.19, 0.64], [0.86, -0.35, -1.42], [0.94, -0.71, 0.23], [1.42, 1.44, 0.54]],
  "mulliken_charge": [-0.4970, -0.0492, -0.4264, -0.5028, 0.2871, -0.0035, 0.3230, 0.1641, 0.4344, 0.2590, -0.5609, -0.6423, -0.2841, -0.4219, 0.3180, 0.4300, 0.3770, 0.5193, 0.0488, 0.2623, -0.4487, -0.4790, -0.2423, -0.5956, 0.2377, 0.2462, 0.2177, 0.3201, 0.3463, 0.4742, -0.3941, -0.0510, -0.3704, -0.4974, 0.2017, 0.0532, 0.3057, 0.3312, 0.1431, 0.3072, -0.4955, -0.0337, -0.5582, -0.4856, 0.2567, 0.1515, 0.2233, 0.3526, 0.3418, 0.3032, -0.3388, -0.1349, -0.7169, -0.3967, 0.0910, 0.2088, 0.1430, 0.2078, 0.5352, 0.2045]
}

We find (1) to be the most stable, with the next structure 575.7 kJ/mol higher.

(1)
{
  "formula": "C6H19NO4",
  "method": "the ωB97M-V functional and the def2-TZVPD basis",
  "lumo_energy_ev": 0.28,
  "smiles": "C=CC[C@H](C)NCO.O.O.O",
  "gap_ev": 9.136,
  "symbols": ["C", "C", "C", "C", "C", "N", "C", "O", "H", "H", "H", "H", "H", "H", "H", "H", "H", "H", "H", "H", "H", "O", "H", "H", "O", "H", "H", "O", "H", "H"],
  "coordinates": [[1.96, 0.31, -2.35], [1.84, 1.08, -1.27], [0.57, 1.47, -0.56], [-0.74, 0.84, -1.06], [-1.88, 1.42, -0.17], [-0.66, -0.60, -0.92], [-1.54, -1.42, -1.65], [-2.96, -1.33, -1.28], [1.06, -0.10, -2.78], [2.95, 0.14, -2.75], [2.71, 1.58, -0.85], [0.47, 2.55, -0.67], [0.62, 1.24, 0.50], [-0.94, 1.15, -2.09], [-1.96, 0.70, 0.64], [-1.63, 2.43, 0.16], [-2.83, 1.45, -0.71], [-0.68, -0.85, 0.06], [-1.59, -1.19, -2.72], [-1.30, -2.48, -1.53], [-3.03, -1.58, -0.35], [2.68, -1.82, 1.84], [3.20, -1.51, 1.08], [1.96, -2.30, 1.39], [1.60, 0.29, 3.31], [2.08, -0.33, 3.89], [1.71, -0.09, 2.43], [-1.44, -0.32, 2.50], [-1.40, -1.05, 3.13], [-0.79, 0.32, 2.80]],
  "mulliken_charge": [-0.7434, -0.3035, -0.6040, 0.0955, -1.1571, -0.0999, -0.6034, -0.5429, 0.1800, 0.3015, 0.3712, 0.3770, 0.1498, 0.5187, 0.1475, 0.4082, 0.3031, 0.2310, 0.3103, 0.3915, 0.3050, -0.6916, 0.3298, 0.3202, -0.6339, 0.2956, 0.3893, -0.6541, 0.2952, 0.3134]
}

(2)
{
  "formula": "C6H19NO4",
  "method": "the ωB97M-V functional and the def2-TZVPD basis",
  "lumo_energy_ev": 0.68,
  "smiles": "CCCCNC(C)=O.O.O.O",
  "gap_ev": 10.395,
  "symbols": ["C", "C", "C", "C", "N", "C", "C", "O", "H", "H", "H", "H", "H", "H", "H", "H", "H", "H", "H", "H", "H", "O", "H", "H", "O", "H", "H", "O", "H", "H"],
  "coordinates": [[2.03, 1.87, 1.30], [2.13, 1.95, -0.18], [0.98, 2.01, -1.18], [-0.35, 1.29, -0.91], [0.04, -0.17, -0.61], [0.07, -1.15, -1.54], [0.08, -0.87, -2.94], [0.12, -2.28, -1.05], [1.78, 2.83, 1.81], [2.93, 1.65, 1.84], [1.40, 1.08, 1.58], [2.86, 2.70, -0.56], [2.67, 0.98, -0.39], [0.80, 3.09, -1.43], [1.45, 1.75, -2.20], [-0.80, 1.71, 0.01], [-0.89, 1.42, -1.92], [0.08, -0.48, 0.36], [0.49, -1.72, -3.62], [0.43, 0.09, -3.24], [-1.02, -0.92, -3.28], [-2.58, -1.25, 1.62], [-2.00, -1.76, 1.00], [-2.49, -1.51, 2.53], [0.00, -2.40, 1.65], [0.15, -2.49, 0.64], [0.80, -2.17, 1.95], [-1.77, 1.21, 2.45], [-2.56, 1.78, 2.41], [-2.16, 0.32, 2.14]],
  "mulliken_charge": [-1.1865, -0.3315, -0.2878, -0.8314, 0.1869, 0.9785, -1.1750, -0.8056, 0.2848, 0.3914, 0.1774, 0.3554, 0.1777, 0.4271, 0.1367, 0.3616, 0.2786, 0.0179, 0.3270, 0.2737, 0.2643, -0.7606, 0.3346, 0.3171, -0.6735, 0.4383, 0.2436, -0.6756, 0.3267, 0.4283]
}

We find (2) to be the most stable, with the next structure 29.8 kJ/mol higher.

(1)
{
  "formula": "C3H5N2OS",
  "method": "the ωB97M-V functional and the def2-TZVPD basis",
  "lumo_energy_ev": -5.00,
  "charge": 1,
  "gap_ev": 8.428,
  "symbols": ["C", "C", "C", "N", "N", "O", "S", "H", "H", "H", "H", "H"],
  "coordinates": [[0.98, -1.01, -0.03], [-0.86, 0.35, 0.03], [0.37, 1.20, 0.02], [1.44, 0.22, -0.05], [-0.32, -1.07, 0.04], [-3.10, -0.72, -0.01], [-2.50, 0.60, -0.01], [1.62, -1.88, -0.06], [0.41, 1.90, -0.82], [0.48, 1.80, 0.94], [2.41, 0.48, -0.13], [-0.94, -1.86, 0.08]],
  "mulliken_charge": [-0.0744, 0.0794, -0.2281, -0.0776, -0.0408, -0.4897, 0.3918, 0.4193, 0.2965, 0.2821, 0.2207, 0.2207]
}

(2)
{
  "formula": "C3H5N2OS",
  "method": "the ωB97M-V functional and the def2-TZVPD basis",
  "lumo_energy_ev": -5.12,
  "smiles": "S[C@H]1[NH+]=CN=CO1",
  "charge": 1,
  "gap_ev": 10.017,
  "symbols": ["S", "C", "N", "C", "N", "C", "O", "H", "H", "H", "H", "H"],
  "coordinates": [[-2.26, 0.29, -0.44], [-0.87, -0.03, 0.56], [0.00, -1.03, -0.04], [1.23, -0.83, -0.47], [1.79, 0.33, -0.60], [1.15, 1.34, -0.10], [0.11, 1.37, 0.58], [-3.28, 0.09, 0.47], [-0.84, -0.33, 1.68], [-0.42, -1.88, -0.41], [1.68, -1.67, -0.76], [1.72, 2.35, -0.47]],
  "mulliken_charge": [-0.1352, 0.0606, -0.1569, -0.0011, -0.4106, 0.2294, -0.3141, 0.2296, 0.3656, 0.2903, 0.4928, 0.3497]
}

We find (1) to be the most stable, with the next structure 118.4 kJ/mol higher.

(1)
{
  "formula": "C5H15NOS",
  "method": "the ωB97M-V functional and the def2-TZVPD basis",
  "lumo_energy_ev": 0.63,
  "smiles": "CN(C)CCCS.O",
  "gap_ev": 9.489,
  "symbols": ["C", "N", "C", "C", "C", "C", "S", "H", "H", "H", "H", "H", "H", "H", "H", "H", "H", "H", "H", "H", "O", "H", "H"],
  "coordinates": [[-1.13, 1.84, 0.84], [-0.29, 0.97, 0.04], [0.99, 1.53, -0.37], [-1.15, 0.58, -1.13], [-0.78, -0.78, -1.76], [-0.23, -1.84, -0.88], [-1.04, -1.99, 0.76], [-0.45, 2.43, 1.54], [-1.92, 1.32, 1.38], [-1.61, 2.65, 0.10], [1.59, 0.69, -0.50], [1.53, 2.12, 0.41], [1.04, 2.23, -1.20], [-1.09, 1.30, -1.92], [-2.32, 0.57, -0.89], [-0.19, -0.71, -2.76], [-1.79, -1.19, -2.09], [0.84, -1.69, -0.90], [-0.45, -2.92, -1.24], [-0.95, -0.82, 1.47], [3.42, -1.99, 3.27], [3.12, -1.52, 2.54], [2.83, -2.76, 3.28]],
  "mulliken_charge": [-1.0210, 0.1179, -1.0941, -0.5799, -0.6537, -0.5303, -0.2340, 0.3283, 0.3192, 0.3044, 0.3182, 0.3098, 0.3510, 0.4044, 0.3481, 0.2745, 0.3029, 0.2953, 0.3478, 0.0916, -0.6263, 0.3033, 0.3226]
}

(2)
{
  "formula": "C5H15NOS",
  "method": "the ωB97M-V functional and the def2-TZVPD basis",
  "lumo_energy_ev": 0.37,
  "smiles": "CNCCCCS.O",
  "gap_ev": 8.948,
  "symbols": ["C", "N", "C", "C", "C", "C", "S", "H", "H", "H", "H", "H", "H", "H", "H", "H", "H", "H", "H", "H", "O", "H", "H"],
  "coordinates": [[-1.43, 2.61, 1.23], [-0.33, 2.00, 2.01], [0.37, 0.94, 1.27], [-0.46, -0.34, 1.08], [-1.15, -0.53, -0.27], [-0.44, -1.30, -1.39], [0.61, -0.28, -2.60], [-2.06, 1.84, 0.80], [-2.17, 3.07, 1.89], [-0.99, 3.28, 0.51], [-0.76, 1.54, 2.81], [0.52, 1.32, 0.26], [1.27, 0.78, 1.85], [-1.22, -0.42, 1.86], [0.16, -1.26, 1.24], [-2.12, -1.05, -0.10], [-1.54, 0.40, -0.68], [-0.90, -1.98, -2.09], [0.23, -2.00, -0.88], [1.78, -0.61, -2.14], [1.78, -2.25, 1.11], [2.44, -1.82, 1.68], [2.07, -3.18, 1.14]],
  "mulliken_charge": [-0.7765, -0.4829, -0.6097, -0.4704, -0.5793, -0.6497, -0.2432, 0.2299, 0.3506, 0.2733, 0.2583, 0.3458, 0.3239, 0.3403, 0.3811, 0.3502, 0.2968, 0.4172, 0.1769, 0.1161, -0.5854, 0.2665, 0.2703]
}

We find (2) to be the most stable, with the next structure 61.0 kJ/mol higher.

(1)
{
  "formula": "C2H2O3S",
  "method": "the ωB97M-V functional and the def2-TZVPD basis",
  "lumo_energy_ev": 0.24,
  "smiles": "O=[S@@]12=C[C@]1(O)O2",
  "gap_ev": 10.038,
  "symbols": ["O", "S", "C", "C", "O", "O", "H", "H"],
  "coordinates": [[-3.77, 0.59, -0.64], [-2.80, 0.11, 0.33], [-1.11, 0.49, -0.20], [-0.78, -0.76, -0.03], [0.25, -1.65, 0.06], [-2.15, -1.38, 0.11], [-0.54, 1.42, -0.12], [1.11, -1.40, 0.31]],
  "mulliken_charge": [-0.5051, 0.5161, -0.3320, 0.3912, -0.4495, -0.2925, 0.3351, 0.3367]
}

(2)
{
  "formula": "C2H2O3S",
  "method": "the ωB97M-V functional and the def2-TZVPD basis",
  "lumo_energy_ev": -0.73,
  "gap_ev": 9.631,
  "symbols": ["C", "C", "O", "O", "O", "S", "H", "H"],
  "coordinates": [[1.02, 1.36, -0.76], [1.42, 0.22, 0.13], [-1.99, -1.22, 1.14], [-1.67, -0.79, -1.18], [0.09, 0.81, -0.04], [-2.13, -0.28, 0.08], [1.40, -0.63, -0.38], [1.86, 0.52, 1.01]],
  "mulliken_charge": [-0.2022, -0.2242, -0.4096, -0.4079, -0.0569, 0.8129, 0.2552, 0.2327]
}

We find (1) to be the most stable, with the next structure 161.8 kJ/mol higher.

(1)
{
  "formula": "C2H2O3S",
  "method": "the ωB97M-V functional and the def2-TZVPD basis",
  "lumo_energy_ev": [-0.52, -0.52],
  "gap_ev": [9.282, 9.281],
  "symbols": ["C", "C", "O", "O", "O", "S", "H", "H"],
  "coordinates": [[-0.66, 0.60, 0.65], [-1.57, 0.14, -0.47], [0.37, 0.82, 1.22], [1.77, -0.04, -1.18], [2.08, -1.33, 0.85], [2.22, -0.05, 0.19], [-2.21, 0.61, -1.14], [-2.01, -0.75, -0.12]],
  "mulliken_charge": [0.7047, -0.7383, -0.4351, -0.4178, -0.4203, 0.7517, 0.3202, 0.2348]
}

(2)
{
  "formula": "C2H2O3S",
  "method": "the ωB97M-V functional and the def2-TZVPD basis",
  "lumo_energy_ev": -0.34,
  "gap_ev": 9.802,
  "symbols": ["C", "C", "O", "O", "O", "S", "H", "H"],
  "coordinates": [[-1.17, -0.89, -0.22], [-0.29, -0.17, 0.38], [-2.15, -1.41, -0.62], [-3.76, 0.78, -1.24], [-3.29, 0.24, 1.18], [-3.94, -0.09, -0.06], [-0.14, -0.55, 1.64], [0.41, 0.63, 0.10]],
  "mulliken_charge": [0.7545, -0.7086, -0.4576, -0.4339, -0.4030, 0.7441, 0.2031, 0.3012]
}

(3)
{
  "formula": "C2H2O3S",
  "method": "the ωB97M-V functional and the def2-TZVPD basis",
  "lumo_energy_ev": [-1.91, -1.91],
  "smiles": "O=S(=O)=C1CO1",
  "gap_ev": [8.067, 8.067],
  "symbols": ["O", "S", "O", "C", "C", "O", "H", "H"],
  "coordinates": [[3.99, -0.87, 0.09], [2.92, 0.06, 0.13], [3.29, 1.46, -0.12], [1.43, -0.60, -0.72], [0.17, -0.16, -0.18], [0.73, -1.48, -0.03], [0.25, 0.61, 0.55], [-0.68, 0.10, -0.94]],
  "mulliken_charge": [-0.4547, 0.7501, -0.4839, 0.2800, -0.3564, -0.2470, 0.2814, 0.2307]
}

We find (2) to be the most stable, with the next structure 49.4 kJ/mol higher.